(1)
C3H2N2O2 | wB97M-V/def2-TZVPD

E_HOMO (Eh): -0.4183
Charge: 0
Gap between HOMO and LUMO (hartree): 0.4226

Element x y z (Å)
1 N -0.551 0.756 1.343
2 C 0.173 -0.072 0.755
3 O 0.234 -0.481 -0.567
4 C -0.626 0.001 -1.495
5 O -1.495 0.804 -1.310
6 C 2.326 -0.826 1.714
7 N 1.196 -0.740 1.407
8 H -1.209 1.193 0.708
9 H -0.387 -0.480 -2.451

***

(2)
C3H2N2O2 | wB97M-V/def2-TZVPD

E_HOMO (Eh): -0.3820
SMILES: N#C[C@H]1OC=NO1
Charge: 0
Gap between HOMO and LUMO (hartree): 0.4031

Element x y z (Å)
1 N 0.342 -1.533 -1.980
2 C -0.029 -1.209 -0.990
3 C -0.149 -0.759 0.365
4 O 0.826 0.234 0.523
5 C 0.271 1.358 0.356
6 N -1.028 1.358 0.090
7 O -1.350 -0.026 0.629
8 H 0.078 -1.640 0.975
9 H 1.038 2.217 0.030

***

(3)
C3H2N2O2 | wB97M-V/def2-TZVPD

E_HOMO (Eh): -0.3883
Charge: 0
Gap between HOMO and LUMO (hartree): 0.3666

Element x y z (Å)
1 C -1.749 0.293 0.081
2 C -0.243 -0.007 0.116
3 C 1.781 0.037 -0.052
4 H -2.084 1.331 -0.017
5 H 2.715 0.446 -0.027
6 N 0.083 -1.226 0.042
7 N 1.395 -1.168 -0.013
8 O -2.628 -0.589 -0.092
9 O 0.729 0.883 -0.038

***

(4)
C3H2N2O2 | wB97M-V/def2-TZVPD

E_HOMO (Eh): -0.4100
SMILES: O=Cc1ncno1
Charge: 0
Gap between HOMO and LUMO (hartree): 0.3986

Element x y z (Å)
1 O 2.611 -0.392 0.368
2 C 1.505 -0.647 0.761
3 C 0.272 -0.086 0.121
4 N -0.151 -0.189 -1.096
5 C -1.346 0.483 -1.013
6 N -1.626 0.973 0.160
7 O -0.546 0.588 0.929
8 H 1.309 -1.312 1.619
9 H -2.027 0.582 -1.848

***

(5)
C3H2N2O2 | wB97M-V/def2-TZVPD

E_HOMO (Eh): -0.4239
Charge: 0
Gap between HOMO and LUMO (hartree): 0.3647

Element x y z (Å)
1 C -1.354 -1.353 -2.224
2 C 0.061 0.046 0.034
3 C -0.492 0.129 -1.145
4 N -1.924 -2.226 -2.672
5 N -0.604 1.203 -2.066
6 O -1.119 1.008 -3.125
7 O -0.265 2.324 -1.732
8 H 0.302 1.034 0.478
9 H 0.177 -0.823 0.698

***

(6)
C3H2N2O3 | wB97M-V/def2-TZVPD

E_HOMO (Eh): -0.3846
SMILES: O=Cn1ncoc1=O
Charge: 0
Gap between HOMO and LUMO (hartree): 0.3982

Element x y z (Å)
1 O -1.791 1.195 1.660
2 C -0.979 1.231 0.756
3 N 0.059 0.364 0.328
4 N 0.557 0.621 -0.928
5 C 1.157 -0.480 -1.260
6 O 0.849 -1.560 -0.471
7 C 0.115 -1.010 0.700
8 O -0.486 -1.643 1.547
9 H -0.970 1.995 -0.026
10 H 1.488 -0.714 -2.307

***

(7)
C3H2N2O3 | wB97M-V/def2-TZVPD

E_HOMO (Eh): -0.3617
SMILES: O=Cn1ncoc1=O
Charge: 0
Gap between HOMO and LUMO (hartree): 0.3802

Element x y z (Å)
1 O -2.603 0.364 0.155
2 C -1.770 -0.420 -0.061
3 N -0.343 -0.009 -0.038
4 N 0.464 -1.078 -0.033
5 C 1.658 -0.568 0.113
6 O 1.692 0.756 -0.033
7 C 0.352 1.186 -0.096
8 O -0.116 2.309 0.016
9 H -1.880 -1.460 -0.488
10 H 2.545 -1.080 0.465

***

(8)
C3H2N2O4 | wB97M-V/def2-TZVPD

E_HOMO (Eh): -0.3782
SMILES: O=Cn1oc(O)nc1=O
Charge: 0
Gap between HOMO and LUMO (hartree): 0.3692

Element x y z (Å)
1 O -2.926 -0.297 0.259
2 C -1.924 -1.018 -0.066
3 N -0.550 -0.396 -0.220
4 O 0.565 -1.176 -0.039
5 C 1.607 -0.124 0.091
6 O 2.848 -0.561 0.073
7 N 1.254 1.011 -0.004
8 C -0.196 0.898 -0.029
9 O -0.913 1.889 -0.074
10 H -1.816 -2.054 -0.408
11 H 3.386 0.381 0.242

***

(9)
C3H2N2S | wB97M-V/def2-TZVPD

E_HOMO (Eh): -0.3965
SMILES: N#CC(S)C#N
Charge: 0
Gap between HOMO and LUMO (hartree): 0.3908

Element x y z (Å)
1 N -0.336 -0.347 -2.340
2 C -0.303 -0.276 -1.196
3 C -0.261 -0.282 0.270
4 S 1.353 -1.055 0.887
5 C -0.632 1.049 0.661
6 N -0.912 2.148 0.902
7 H -1.044 -0.971 0.680
8 H 2.135 -0.267 0.136

***

(10)
C3H2N2S | wB97M-V/def2-TZVPD

E_HOMO (Eh): -0.3583
SMILES: S=C1C=NN=C1
Charge: 0
Gap between HOMO and LUMO (hartree): 0.2628

Element x y z (Å)
1 S -0.925 1.699 0.409
2 C -0.071 0.315 0.251
3 C 0.891 -0.002 -0.850
4 N 1.091 -1.263 -1.042
5 N 0.503 -1.848 0.092
6 C -0.264 -1.071 0.659
7 H 1.263 0.788 -1.562
8 H -0.970 -1.650 1.309

***

(11)
C3H2N2S2 | wB97M-V/def2-TZVPD

E_HOMO (Eh): -0.3352
Charge: 0
Gap between HOMO and LUMO (hartree): 0.2720

Element x y z (Å)
1 C 0.580 -1.325 0.796
2 C -0.186 0.582 -0.557
3 C 0.562 -0.534 -1.210
4 H 0.109 -1.763 2.508
5 H 0.938 -0.543 -2.285
6 N 0.759 -2.006 1.769
7 N 1.054 -1.466 -0.492
8 S -0.529 0.137 0.937
9 S -0.688 2.004 -1.146

***

(12)
C3H2N3O | wB97M-V/def2-TZVPD

E_HOMO (alpha / beta) (Eh): -0.6194 / -0.6197
Charge: +1
Gap between HOMO and LUMO (alpha / beta) (hartree): 0.2540 / 0.2548

Element x y z (Å)
1 C 0.685 0.099 -0.256
2 C 1.333 -0.948 0.342
3 C -0.616 -1.359 0.086
4 N -2.782 2.317 -0.209
5 N -0.677 -0.231 -0.415
6 N -1.708 2.137 -0.151
7 O 0.399 -1.943 0.564
8 H 1.016 1.062 -0.609
9 H 2.349 -1.133 0.649

***

(13)
C3H2N3O2S2 | wB97M-V/def2-TZVPD

E_HOMO (Eh): -0.1583
Charge: -1
Gap between HOMO and LUMO (hartree): 0.2692

Element x y z (Å)
1 C -1.364 0.914 0.258
2 C -1.896 -0.116 0.887
3 C -0.055 1.495 0.183
4 N 0.724 -0.696 -0.691
5 N 0.907 2.133 0.084
6 N 1.865 -0.826 -1.110
7 O 2.263 -0.573 -2.222
8 O 2.789 -1.193 -0.231
9 S -1.105 -1.493 1.527
10 S 0.904 -1.209 0.950
11 H -2.091 1.646 -0.384
12 H -2.940 -0.080 0.750

***

(14)
C3H2N3S | wB97M-V/def2-TZVPD

E_HOMO (Eh): -0.5573
Charge: +1
Gap between HOMO and LUMO (hartree): 0.3359

Element x y z (Å)
1 C -0.350 0.490 0.195
2 C 0.934 0.052 -0.026
3 C 0.336 1.990 -1.084
4 N 0.229 3.461 -2.184
5 N -0.720 1.559 -0.559
6 N 0.124 4.389 -2.781
7 S 1.771 1.071 -1.075
8 H -1.188 0.234 0.771
9 H 1.277 -0.786 0.413

***

(15)
C3H2N4 | wB97M-V/def2-TZVPD

E_HOMO (Eh): -0.3608
SMILES: N#CC=C=N.N#N
Charge: 0
Gap between HOMO and LUMO (hartree): 0.3816

Element x y z (Å)
1 N 2.618 0.065 0.674
2 C 1.723 -0.273 0.014
3 C 0.648 -0.697 -0.821
4 C -0.607 -0.677 -0.398
5 N -1.772 -0.564 -0.071
6 H 0.859 -1.061 -1.822
7 H -2.209 -1.354 0.400
8 N -1.033 2.174 1.372
9 N -0.227 2.386 0.651

***

(16)
C3H2N4O | wB97M-V/def2-TZVPD

E_HOMO (Eh): -0.3507
SMILES: c1nc2n[nH]nc2o1
Charge: 0
Gap between HOMO and LUMO (hartree): 0.3592

Element x y z (Å)
1 C -1.471 -0.801 -1.022
2 N -0.668 0.133 -1.483
3 C 0.349 0.281 -0.623
4 N 1.333 1.044 -0.362
5 N 1.385 0.861 0.992
6 N 0.620 0.055 1.682
7 C -0.134 -0.370 0.595
8 O -1.183 -1.217 0.301
9 H -2.616 -1.063 -1.484
10 H 2.384 1.076 1.405

***

(17)
C3H2N4O | wB97M-V/def2-TZVPD

E_HOMO (Eh): -0.3602
SMILES: c1nc2ocnn2n1
Charge: 0
Gap between HOMO and LUMO (hartree): 0.3698

Element x y z (Å)
1 C -1.971 -0.004 0.006
2 N -1.242 -1.144 0.086
3 C -0.010 -0.758 -0.113
4 O 1.269 -1.065 -0.130
5 C 1.940 0.042 0.147
6 N 1.205 1.168 0.067
7 N 0.038 0.589 -0.099
8 N -1.137 1.084 -0.156
9 H -2.995 0.235 0.331
10 H 2.903 -0.147 -0.139

***

(18)
C3H2N4O | wB97M-V/def2-TZVPD

E_HOMO (Eh): -0.3607
SMILES: O=c1cncnnn1
Charge: 0
Gap between HOMO and LUMO (hartree): 0.3306

Element x y z (Å)
1 O 2.129 -0.087 0.997
2 C 1.307 -0.201 0.084
3 C 0.164 -1.106 -0.594
4 N -1.096 -0.840 -0.314
5 C -1.361 0.062 0.706
6 N -0.764 1.264 0.615
7 N 0.016 1.679 -0.584
8 N 1.080 1.041 -0.846
9 H 0.511 -1.742 -1.543
10 H -1.985 -0.069 1.479

***

(19)
C3H2N4O | wB97M-V/def2-TZVPD

E_HOMO (Eh): -0.3695
SMILES: O=c1cnncnn1
Charge: 0
Gap between HOMO and LUMO (hartree): 0.3247

Element x y z (Å)
1 O 1.791 -1.185 0.696
2 C 0.722 -0.963 0.038
3 C -0.740 -1.212 0.385
4 N -1.470 -0.118 0.417
5 N -0.937 1.106 0.484
6 C 0.168 1.503 -0.070
7 N 0.716 0.877 -1.124
8 N 0.817 -0.315 -1.119
9 H -1.324 -2.164 0.054
10 H 0.256 2.471 0.238

***

(20)
C3H2N4O | wB97M-V/def2-TZVPD

E_HOMO (Eh): -0.3785
SMILES: O=c1cnnncn1
Charge: 0
Gap between HOMO and LUMO (hartree): 0.3359

Element x y z (Å)
1 O -1.035 -1.947 0.820
2 C -0.710 -0.994 0.128
3 C -1.307 0.393 0.133
4 N -0.602 1.468 0.420
5 N 0.594 1.383 1.005
6 N 1.515 0.651 0.509
7 C 1.285 -0.174 -0.680
8 N 0.368 -1.065 -0.826
9 H -2.322 0.473 -0.161
10 H 2.214 -0.189 -1.347

***

In the order shown, the computed total energy values come out to -375.45159 -375.37533 -375.43370 -375.44834 -375.26396 -450.71421 -450.71829 -525.89630 -623.16751 -623.10010 -1021.34629 -354.56275 -1226.52545 -677.59450 -334.52478 -409.66077 -409.67605 -409.60778 -409.60133 -409.65354 Eh.